#A
Entry from the OMol25 dataset: a 2-piece molecular cluster, C6H8 overall (the ωB97M-V functional and the def2-TZVPD basis).

HOMO level (alpha / beta)   -9.39 / -8.18 eV
Frontier orbital gap (alpha / beta)   8.136 / 6.200 eV
LUMO (alpha / beta)   -1.25 / -1.98 eV

The geometry in ORCA input format:
```
! wB97M-V def2-TZVPD RIJCOSX def2/J DEFGRID3
* xyz 0 1
C 2.03235 0.60592 2.61885
C 1.29521 1.09561 1.85584
C 0.73383 -1.02080 -1.49895
C 0.58628 0.29256 -1.17417
C -1.35961 -0.06890 0.39634
C -0.41129 0.78162 -0.30974
H 2.45350 0.58147 3.66894
H 1.36034 -1.29120 -2.40332
H 0.23738 -1.76245 -0.87680
H 1.32197 0.99979 -1.61031
H -1.56037 0.27375 1.43868
H -2.29855 -0.05655 -0.16010
H -1.16516 -1.13066 0.24054
H -0.51759 1.80380 0.00116
*
```

#B
Entry from the OMol25 dataset: a single C6H8 molecule (the ωB97M-V functional and the def2-TZVPD basis).

HOMO level   -7.30 eV
Frontier orbital gap   6.207 eV
LUMO   -1.09 eV

The geometry in ORCA input format:
```
! wB97M-V def2-TZVPD RIJCOSX def2/J DEFGRID3
* xyz 0 1
C -1.64561 0.33213 -0.65279
C -2.43277 0.30688 0.44345
C 0.57984 -0.17197 0.32024
C -0.23515 0.15178 -0.77518
C 2.06694 0.17130 0.08347
C 2.03401 -1.05602 0.83200
H -2.18733 0.57408 -1.56727
H -1.98949 0.32887 1.43423
H -3.50884 0.22880 0.42443
H 0.06086 -0.32152 -1.71057
H 0.16519 0.16263 1.25920
H 2.40910 0.16884 -0.96305
H 2.38028 1.13855 0.46738
H 2.30296 -2.01434 0.40447
*
```

Which one sits at the top of the stability order? #B does.

#A
Entry from the OMol25 dataset: a 2-piece molecular cluster, C8H17N2 overall (the ωB97M-V functional and the def2-TZVPD basis).

HOMO level (alpha / beta)   -11.72 / -11.34 eV
Frontier orbital gap (alpha / beta)   8.211 / 8.097 eV
LUMO (alpha / beta)   -3.50 / -3.25 eV

The geometry in ORCA input format:
```
! wB97M-V def2-TZVPD RIJCOSX def2/J DEFGRID3
* xyz 1 1
C -1.86448 -1.92043 0.08850
C -2.27711 -0.74471 -0.20101
C 1.76743 -0.70231 0.43122
C 1.31575 -0.76538 -1.00305
C -0.14098 0.74859 0.15354
C -0.46407 2.20808 0.43770
C 0.33279 -0.19315 2.45598
C -0.26228 0.57769 -2.30493
N 0.62959 -0.01776 1.08818
N 0.62461 0.49437 -1.08803
H -2.54791 -2.70198 0.00625
H -0.80785 -1.98793 0.43706
H -3.21032 -0.32747 -0.52470
H 1.98261 -1.64597 0.88587
H 2.69985 -0.04402 0.44500
H 2.16807 -0.85446 -1.59190
H 0.63272 -1.61811 -1.27481
H -0.74333 2.70037 -0.44986
H 0.47957 2.60260 0.82885
H -1.07259 2.08654 1.33155
H 0.84246 0.43080 3.18979
H -0.72823 0.02486 2.76351
H 0.64694 -1.30440 2.78536
H -0.69032 1.54272 -2.47857
H 0.37801 0.36531 -3.12620
H -1.12270 -0.19736 -2.08940
H 1.43178 1.24350 -1.19587
*
```

#B
Entry from the OMol25 dataset: an isolated ion of composition C8H17N2 and charge +1 (the ωB97M-V functional and the def2-TZVPD basis).

HOMO level   -13.94 eV
Frontier orbital gap   10.823 eV
LUMO   -3.11 eV
SMILES   C[N+]1=CN[C@H](C(C)(C)C)C1

The geometry in ORCA input format:
```
! wB97M-V def2-TZVPD RIJCOSX def2/J DEFGRID3
* xyz 1 1
C -1.97422 1.13251 -0.30162
C -1.22311 -0.82541 0.61715
C 0.06256 0.40412 0.54560
C 1.83712 -1.39106 0.33740
C 2.61739 0.87065 0.60403
C 1.53537 0.23216 -1.60662
C -3.70903 -0.52818 0.21588
C 1.41736 0.05670 -0.05348
N -0.72882 1.45257 -0.22247
N -2.35354 -0.01724 0.18511
H -2.71838 1.65377 -0.85380
H -0.88894 -1.62224 -0.12832
H -1.04909 -1.12615 1.64217
H 0.07817 0.75766 1.63189
H 2.68179 -1.79636 -0.12555
H 0.96932 -1.93777 0.01145
H 2.05855 -1.49910 1.48872
H 2.56445 0.93411 1.62486
H 3.53120 0.32817 0.35596
H 2.91223 1.96422 0.26657
H 2.54457 0.13330 -1.81585
H 1.43226 1.26673 -1.78334
H 1.00782 -0.52857 -2.26410
H -4.25989 0.31522 -0.27491
H -4.17658 -0.83998 1.22933
H -3.91407 -1.48833 -0.51535
H -0.25448 2.09851 -0.81069
*
```

Which one sits at the top of the stability order? #B does.

#A
Entry from the OMol25 dataset: a 2-piece molecular cluster, C2H2ClP overall (the ωB97M-V functional and the def2-TZVPD basis).

HOMO level (alpha / beta)   -8.99 / -8.22 eV
Frontier orbital gap (alpha / beta)   6.566 / 5.235 eV
LUMO (alpha / beta)   -2.43 / -2.99 eV

The geometry in ORCA input format:
```
! wB97M-V def2-TZVPD RIJCOSX def2/J DEFGRID3
* xyz 0 1
C -0.66715 -0.21352 0.40579
C -0.10751 0.76132 -0.31015
P -1.97024 0.95101 0.06239
Cl -4.99857 -0.20505 -0.07436
H -0.13335 -1.11271 0.69906
H 0.91050 0.90707 -0.56553
*
```

#B
Entry from the OMol25 dataset: a 2-piece molecular cluster, C2H2ClP overall (the ωB97M-V functional and the def2-TZVPD basis).

HOMO level (alpha / beta)   -8.32 / -8.35 eV
Frontier orbital gap (alpha / beta)   6.979 / 7.018 eV
LUMO (alpha / beta)   -1.34 / -1.33 eV

The geometry in ORCA input format:
```
! wB97M-V def2-TZVPD RIJCOSX def2/J DEFGRID3
* xyz 0 1
C 0.68628 -1.56044 0.79627
C 0.07866 -0.45127 0.93170
P -0.69214 2.49576 -1.19123
Cl -1.41890 1.29712 -2.60534
H 1.65192 -1.91563 0.52387
H -0.30583 0.13446 1.54473
*
```

#C
Entry from the OMol25 dataset: a single C2H2ClP molecule (the ωB97M-V functional and the def2-TZVPD basis).

HOMO level   -8.85 eV
Frontier orbital gap   8.622 eV
LUMO   -0.22 eV
SMILES   ClC1=PC1

The geometry in ORCA input format:
```
! wB97M-V def2-TZVPD RIJCOSX def2/J DEFGRID3
* xyz 0 1
C -0.79255 -0.06776 0.15012
C 0.67558 0.05611 -0.01180
P -0.26055 -1.68721 -0.00505
Cl -2.03047 1.02301 -0.01093
H 1.21936 0.40060 -0.93689
H 1.18863 0.27524 0.81454
*
```

Which one sits at the top of the stability order? #C does.

#A
Entry from the OMol25 dataset: C20H22N4O2 as an isolated structure (the ωB97M-V functional and the def2-TZVPD basis).

HOMO level   -7.83 eV
Frontier orbital gap   8.483 eV
LUMO   0.65 eV

The geometry in ORCA input format:
```
! wB97M-V def2-TZVPD RIJCOSX def2/J DEFGRID3
* xyz 0 1
C 4.68625 -0.91009 6.10541
C 3.73483 -1.02562 4.84835
C 2.87369 -2.20237 4.74296
C 2.06712 -2.28418 3.80989
C 2.18741 -1.21492 2.78304
C 2.91414 -0.25377 2.96420
C 3.71723 -0.08833 4.13304
H 4.55194 0.67383 3.88892
H 2.99297 0.38090 2.04230
N 1.14198 -1.50069 1.72464
C 0.34267 -0.73710 1.26569
O 0.45319 0.45334 1.74342
C -0.40972 -0.88779 0.12204
N -0.48359 -0.39021 -1.12027
C -0.50693 1.14631 -1.01161
H 0.02269 1.50478 -0.07196
C -0.39326 1.96740 -2.23253
N -1.28246 1.32455 -3.21678
C -2.43247 1.90922 -3.73130
N -2.59797 3.12475 -2.97489
C -3.47217 3.92014 -3.34330
C -4.68220 3.36641 -3.99209
C -4.57025 2.12867 -4.69945
C -3.52237 1.37490 -4.29531
H -3.16362 0.33942 -5.06928
H -5.33509 1.87654 -5.42020
H -5.43591 4.32076 -4.27704
H -3.60136 4.76771 -2.95810
C -1.14204 -0.13801 -3.29283
H -1.83821 -0.49539 -4.16049
C -1.36104 -0.90625 -2.15712
H -1.14024 -1.86812 -2.23531
H -2.46006 -0.62780 -1.80135
H -0.01927 -0.23170 -3.67580
H -0.49164 2.92978 -2.15364
H 0.58730 1.43021 -2.68402
H -1.52210 1.37817 -0.74303
C -0.22385 -2.54411 0.09992
C 0.96449 -2.80351 1.07872
O 1.49427 -3.95691 1.43246
H -0.95254 -3.17440 0.02270
H 0.41512 -2.72684 -0.77408
H -1.51461 -1.06984 0.64042
H 1.43575 -3.07357 3.92540
H 3.08024 -2.99992 5.71382
H 5.72308 -1.05031 5.66238
H 4.72481 0.23690 6.44311
H 4.44381 -1.39293 6.89892
*
```

#B
Entry from the OMol25 dataset: a single C20H22N4O2 molecule (the ωB97M-V functional and the def2-TZVPD basis).

HOMO level   -7.48 eV
Frontier orbital gap   7.698 eV
LUMO   0.22 eV
SMILES   C=C(CN1CCN(C2=Cc3ccccc3Cn3ccnc32)CC1)C(=O)O

The geometry in ORCA input format:
```
! wB97M-V def2-TZVPD RIJCOSX def2/J DEFGRID3
* xyz 0 1
O -0.21152 -4.53831 -5.06625
N 2.19874 0.78107 -0.42548
O 1.15875 -5.35697 -3.40695
C 0.07369 -4.72173 -3.90923
C 1.31565 1.13671 0.48645
C -2.26202 -3.90004 -3.30726
C 3.39701 0.80578 0.20300
C -1.08769 2.00711 1.08027
C 3.40368 1.24238 1.54819
C -0.21088 1.18135 0.33330
C -0.89802 -4.11502 -2.92938
C -0.88893 5.47727 2.48010
C 0.23780 5.34485 3.31727
C -1.35242 4.36557 1.78175
C 0.87368 4.13354 3.50482
C -0.62864 3.09621 1.90135
C 0.48932 3.01088 2.79548
N 1.99578 1.39165 1.68664
N -0.92972 0.25230 -0.49858
N -0.72612 -2.51949 -1.17190
C -0.41508 -3.94699 -1.50142
C 1.28063 1.69462 2.88635
C -0.45525 -0.05223 -1.86876
C -1.84628 -0.83681 0.21137
C 0.16189 -1.44019 -1.76587
C -1.21323 -2.19529 0.21623
H 1.66184 -5.53255 -4.16286
H -2.63658 -4.05314 -4.40410
H -2.90764 -3.22225 -2.76651
H 4.32687 0.72554 -0.35007
H -2.14239 2.02924 0.71853
H 4.26199 1.41136 2.18033
H -1.40200 6.35299 2.33399
H 0.57892 6.25834 3.81180
H -2.26063 4.48125 1.19350
H 1.74754 4.07129 4.22131
H 0.65269 -4.01809 -1.42341
H -0.98908 -4.42424 -0.65138
H 0.54647 0.87050 3.26524
H 2.00627 1.72930 3.69036
H -1.35790 -0.24249 -2.59032
H 0.22139 0.74993 -2.16499
H -2.79410 -0.79594 -0.21405
H -1.97575 -0.43121 1.16787
H 1.07894 -1.46942 -1.17158
H 0.36043 -1.78387 -2.79578
H -0.44884 -2.12234 0.97181
H -1.98922 -2.88242 0.55880
*
```

Which one sits at the top of the stability order? #B does.

#A
Entry from the OMol25 dataset: H3S3 as an isolated structure (the ωB97M-V functional and the def2-TZVPD basis).

HOMO level   -3.22 eV
Frontier orbital gap   6.645 eV
LUMO   3.42 eV

The geometry in ORCA input format:
```
! wB97M-V def2-TZVPD RIJCOSX def2/J DEFGRID3
* xyz -1 1
S -2.19862 0.91114 0.94275
H -2.55623 0.01861 0.02979
S 2.26939 -0.45441 -0.42250
S 0.27607 0.32162 0.19427
H 2.04743 -0.02227 -1.66040
H 0.16195 -0.77469 0.91609
*
```

#B
Entry from the OMol25 dataset: a 2-piece molecular cluster, H3S3 overall (the ωB97M-V functional and the def2-TZVPD basis).

HOMO level   -2.84 eV
Frontier orbital gap   6.461 eV
LUMO   3.62 eV

The geometry in ORCA input format:
```
! wB97M-V def2-TZVPD RIJCOSX def2/J DEFGRID3
* xyz -1 1
S -1.20830 0.64198 1.29792
H -1.66477 -0.57764 0.96895
S 1.68843 -0.62258 -1.04911
S -1.05793 1.46729 -0.63414
H 1.59838 -1.21605 0.11966
H 0.64419 0.30699 -0.70327
*
```

Which one sits at the top of the stability order? #B does.

#A
Entry from the OMol25 dataset: a 2-piece molecular cluster, C2HF3NP overall (the ωB97M-V functional and the def2-TZVPD basis).

HOMO level   -11.11 eV
Frontier orbital gap   9.925 eV
LUMO   -1.19 eV

The geometry in ORCA input format:
```
! wB97M-V def2-TZVPD RIJCOSX def2/J DEFGRID3
* xyz 0 1
C 1.09388 1.27491 -0.24988
C 0.35007 -0.74327 -0.35823
N 1.38247 2.35761 -0.01278
F 0.37031 -1.10630 -1.64287
F 1.32989 -1.36376 0.30285
F -1.04726 0.28526 1.71773
P -1.38585 -0.80630 0.57668
H -2.09351 0.10185 -0.33350
*
```

#B
Entry from the OMol25 dataset: a single C2HF3NP molecule (the ωB97M-V functional and the def2-TZVPD basis).

HOMO level   -11.06 eV
Frontier orbital gap   10.869 eV
LUMO   -0.19 eV
SMILES   N#CC(F)(F)PF

The geometry in ORCA input format:
```
! wB97M-V def2-TZVPD RIJCOSX def2/J DEFGRID3
* xyz 0 1
C -1.08621 1.26497 0.05309
C -0.40169 -0.03168 -0.18830
N -1.76274 2.01958 0.59069
F -1.28063 -1.01352 0.38386
F -0.30315 -0.28490 -1.48837
F 1.42115 -1.83210 0.11555
P 1.24200 -0.34589 0.75353
H 2.17126 0.22355 -0.22006
*
```

Which one sits at the top of the stability order? #B does.